Entry 1:
ORCA calculation (wB97M-V/def2-TZVPD) on one molecule with the formula C3H2N4O in a non-equilibrium geometry.

```
10
Properties=species:S:1:pos:R:3:forces:R:3
C 0.398 -1.025 0.265 6.52 0.14 0.61
C -0.624 -0.343 1.143 -1.33 0.59 2.97
C -0.628 0.020 -1.358 2.92 -3.27 2.91
H -1.369 -0.904 1.866 1.72 0.95 -1.65
H -1.286 0.187 -2.111 -1.74 -0.03 -2.51
N -0.735 0.964 1.144 1.36 -2.67 -1.12
N 0.161 1.542 0.216 -0.57 2.00 2.36
N 0.033 1.255 -0.954 -0.49 -2.70 -1.65
N -0.299 -1.259 -0.933 -0.74 5.05 -1.15
O 1.708 -1.088 0.453 -7.66 -0.06 -0.77
```
Positions in Å, forces in eV/Å.

- HOMO-LUMO gap (eV) = 8.85
- net charge = 0
- DFT total energy (Ha) = -409.6010
- LUMO energy (eV) = -1.32

Atom charges from the Löwdin analysis, given in e for atoms 1 to 6: C -0.41; C -0.07; C -0.07; H 0.16; H 0.08; N 0.08


Entry 2:
ORCA calculation (wB97M-V/def2-TZVPD) on one molecule with the formula C3H2N4O in a non-equilibrium geometry.

```
10
Properties=species:S:1:pos:R:3:forces:R:3
C -0.421 0.265 -1.134 -3.79 2.72 -1.78
C 0.434 1.250 0.692 0.81 2.17 -2.65
C 0.108 -1.512 -0.111 1.37 1.15 1.45
H 0.899 2.140 1.057 0.28 0.05 1.29
H 0.401 -2.471 0.255 0.41 -1.08 -0.91
N 0.194 1.369 -0.559 1.22 -1.11 -0.24
N -0.045 0.290 1.480 -1.32 -3.31 0.86
N -0.323 -0.890 1.051 -0.94 1.28 2.93
N 0.336 -0.929 -1.201 -1.24 0.18 -1.52
O -1.583 0.488 -1.529 3.19 -2.05 0.57
```
Positions in Å, forces in eV/Å.

- HOMO-LUMO gap (eV) = 7.81
- net charge = 0
- DFT total energy (Ha) = -409.6493
- LUMO energy (eV) = -2.23

Atom charges from the Löwdin analysis, given in e for atoms 1 to 6: C -0.54; C -0.20; C -0.18; H 0.11; H 0.12; N 0.20


Entry 3:
ORCA calculation (wB97M-V/def2-TZVPD) on one molecule with the formula C3H2N4O in a non-equilibrium geometry.

```
10
Properties=species:S:1:pos:R:3:forces:R:3
C -0.521 -0.006 1.012 2.01 -0.20 10.63
C 0.974 -0.235 0.777 0.45 -3.27 -1.96
C 0.763 -0.742 -1.485 -0.89 -0.16 -1.40
H 1.708 -0.215 1.565 -0.54 0.60 0.90
H 1.190 -1.289 -2.404 -0.63 0.54 1.87
N 1.528 -0.805 -0.281 -2.34 2.43 -0.76
N -0.311 -0.013 -1.867 2.18 -0.36 3.22
N -0.739 1.013 -1.004 -1.15 0.56 1.06
N -0.997 1.009 0.278 -0.01 -0.16 -4.98
O -0.819 -0.128 2.391 0.92 0.01 -8.60
```
Positions in Å, forces in eV/Å.

- HOMO-LUMO gap (eV) = 8.34
- net charge = 0
- DFT total energy (Ha) = -409.5603
- LUMO energy (eV) = -2.40

Atom charges from the Löwdin analysis, given in e for atoms 1 to 6: C -0.30; C -0.02; C -0.16; H 0.12; H 0.13; N 0.09


Entry 4:
ORCA calculation (wB97M-V/def2-TZVPD) on one molecule with the formula C3H2N4O in a non-equilibrium geometry.

```
10
Properties=species:S:1:pos:R:3:forces:R:3
C 1.439 -0.262 -0.058 2.54 3.64 3.43
C -0.403 -0.784 1.191 -7.24 0.26 -1.28
C -0.375 0.608 -1.168 2.76 0.71 -0.80
H -1.500 -1.306 1.443 3.36 -0.18 0.46
H -0.727 0.924 -2.098 -1.14 0.29 -1.46
N 0.545 -1.307 0.603 3.90 0.65 -0.83
N -1.150 0.486 0.989 2.03 2.14 -0.71
N -1.092 1.135 -0.122 -1.11 -2.11 2.94
N 0.817 0.145 -1.240 -0.10 -1.31 0.86
O 2.447 0.360 0.460 -5.02 -4.09 -2.61
```
Positions in Å, forces in eV/Å.

- HOMO-LUMO gap (eV) = 8.10
- net charge = 0
- DFT total energy (Ha) = -409.6122
- LUMO energy (eV) = -2.01

Atom charges from the Löwdin analysis, given in e for atoms 1 to 6: C -0.38; C -0.21; C -0.19; H 0.17; H 0.10; N 0.17


Entry 5:
ORCA calculation (wB97M-V/def2-TZVPD) on C3H2NO2S as an isolated structure in a non-equilibrium geometry.

```
9
Properties=species:S:1:pos:R:3:forces:R:3
C 0.980 -1.032 -0.483 0.74 0.27 0.03
C -1.056 -0.042 0.055 0.39 0.30 0.62
C 0.083 0.871 0.692 -0.91 1.97 -2.86
N -0.246 -1.192 -0.451 -0.58 -0.80 -0.69
O -0.946 1.061 -0.822 1.09 -0.71 2.11
O -2.069 -0.328 0.703 -1.22 -0.32 0.03
S 1.646 0.550 0.057 0.42 -0.27 0.34
H 1.704 -1.753 -0.828 0.09 -0.30 -0.17
H -0.096 1.864 1.076 -0.03 -0.13 0.57
```
Positions in Å, forces in eV/Å.

- HOMO-LUMO gap (eV) = 6.94
- net charge = -1
- DFT total energy (Ha) = -718.8900
- LUMO energy (eV) = 3.29

Atom charges from the Löwdin analysis, given in e for atoms 1 to 6: C -0.50; C -0.93; C -0.35; N 0.08; O -0.12; O -0.10


Entry 6:
ORCA calculation (wB97M-V/def2-TZVPD) on an isolated ion of composition C3H2NO2S and charge -1 in a non-equilibrium geometry.

```
9
Properties=species:S:1:pos:R:3:forces:R:3
C -0.460 1.200 -0.048 0.74 0.96 0.37
C -2.447 -0.199 0.039 0.55 -0.59 -0.12
C 0.318 -1.128 -0.371 0.64 0.02 -0.58
N -1.632 0.985 -0.399 -0.04 -0.54 0.00
O -1.968 -1.369 -0.017 0.47 0.79 0.03
O -3.561 0.150 0.386 -0.82 0.20 0.36
S 0.641 -0.001 0.838 -1.19 0.67 -0.52
H 0.033 2.155 -0.340 -0.19 -0.54 0.18
H 0.897 -1.980 -0.015 -0.16 -0.98 0.28
```
Positions in Å, forces in eV/Å.

- HOMO-LUMO gap (eV) = 6.93
- net charge = -1
- DFT total energy (Ha) = -718.8766
- LUMO energy (eV) = 3.26

Atom charges from the Löwdin analysis, given in e for atoms 1 to 6: C -0.50; C -0.77; C -0.37; N 0.07; O -0.10; O -0.03


Entry 7:
ORCA calculation (wB97M-V/def2-TZVPD) on an isolated ion of composition C3H2NO3 and charge -1 in a non-equilibrium geometry.

```
9
Properties=species:S:1:pos:R:3:forces:R:3
C 1.139 -0.710 -0.027 -0.86 0.01 -0.77
C 0.076 1.455 -0.343 -0.51 0.84 -1.05
C -1.544 -0.359 0.071 0.28 3.69 -0.39
N -1.199 0.772 -0.175 1.09 -0.07 0.83
O 2.068 -1.487 0.202 -0.91 0.98 -0.19
O 1.218 0.607 -0.116 0.93 -2.73 0.49
O -2.101 -1.362 0.221 -1.60 -3.13 0.37
H 0.051 -1.060 -0.293 2.57 -0.09 0.41
H 0.292 2.144 0.463 -0.98 0.50 0.29
```
Positions in Å, forces in eV/Å.

- HOMO-LUMO gap (eV) = 6.01
- net charge = -1
- DFT total energy (Ha) = -395.9546
- LUMO energy (eV) = 3.99

Atom charges from the Löwdin analysis, given in e for atoms 1 to 6: C -0.39; C -0.30; C -0.48; N 0.07; O -0.03; O -0.09


Entry 8:
ORCA calculation (wB97M-V/def2-TZVPD) on an isolated ion of composition C3H2NO3 and charge +1 in a non-equilibrium geometry.

```
9
Properties=species:S:1:pos:R:3:forces:R:3
C 1.828 -1.742 0.060 -0.53 -0.67 -0.35
C 2.145 1.425 -0.075 -1.01 -0.19 0.38
C 0.240 -0.046 0.319 -3.92 0.80 -0.64
N 1.061 0.876 -0.097 1.83 1.67 -0.44
O 2.826 -2.101 0.324 5.11 -1.46 1.38
O 3.097 2.037 -0.148 1.12 0.51 -0.11
O 0.755 -1.449 -0.246 -4.17 0.43 -1.29
H 0.025 -0.253 1.355 0.61 -0.12 0.55
H -0.739 0.112 -0.224 0.95 -0.97 0.53
```
Positions in Å, forces in eV/Å.

- HOMO-LUMO gap (eV) = 11.25
- net charge = +1
- DFT total energy (Ha) = -395.6450
- LUMO energy (eV) = -5.18

Atom charges from the Löwdin analysis, given in e for atoms 1 to 6: C -0.28; C -0.21; C -0.03; N 0.16; O 0.44; O 0.31


Entry 9:
ORCA calculation (wB97M-V/def2-TZVPD) on C3H2NOS2 as an isolated structure in a non-equilibrium geometry.

```
9
Properties=species:S:1:pos:R:3:forces:R:3
C -0.268 -1.262 0.131 0.40 -0.14 0.59
C -0.761 -0.240 -0.817 -0.23 1.41 -1.23
C -0.188 -1.104 1.458 -0.45 1.12 0.54
N 1.113 1.673 -0.379 0.25 -2.33 0.12
O -0.153 -0.839 2.618 0.15 -0.80 -1.95
S 1.739 3.083 -0.067 1.07 2.60 0.53
S -0.334 1.488 -0.952 -1.50 -2.53 -0.12
H 0.100 -2.251 -0.204 -0.22 0.61 0.11
H -1.247 -0.548 -1.789 0.53 0.07 1.41
```
Positions in Å, forces in eV/Å.

- HOMO-LUMO gap (spin up / spin down) (eV) = 6.22 / 5.81
- net charge = -1
- DFT total energy (Ha) = -1041.7989
- LUMO energy (spin up / spin down) (eV) = 3.68 / 3.67

Atom charges from the Löwdin analysis, given in e for atoms 1 to 6: C -0.24; C -0.51; C -0.21; N -1.11; O 0.10; S 0.17


Entry 10:
ORCA calculation (wB97M-V/def2-TZVPD) on an isolated ion of composition C3H2NS2 and charge -1 in a non-equilibrium geometry.

```
8
Properties=species:S:1:pos:R:3:forces:R:3
C 0.261 -0.211 0.772 -0.44 -1.27 0.50
C 0.340 -1.331 -1.323 2.55 1.37 0.80
C -0.193 1.070 0.397 0.01 3.18 -0.55
N 0.213 -1.098 -0.140 1.22 -0.43 0.35
S -0.079 2.325 1.530 0.01 -0.28 0.68
S -0.652 1.473 -1.195 0.05 -1.01 0.08
H 0.561 -0.523 1.753 -0.12 0.33 0.44
H -0.451 -1.705 -1.794 -3.29 -1.88 -2.30
```
Positions in Å, forces in eV/Å.

- HOMO-LUMO gap (eV) = 6.86
- net charge = -1
- DFT total energy (Ha) = -966.6032
- LUMO energy (eV) = 3.79

Atom charges from the Löwdin analysis, given in e for atoms 1 to 6: C -0.33; C 0.00; C -1.36; N -0.10; S 0.32; S 0.40


Entry 11:
ORCA calculation (wB97M-V/def2-TZVPD) on a 2-piece molecular cluster, C3H2O2 overall in a non-equilibrium geometry.

```
7
Properties=species:S:1:pos:R:3:forces:R:3
C 0.487 0.949 -0.076 -4.15 1.23 -0.95
C -2.640 -0.545 0.366 1.38 -1.56 -1.61
C 1.406 0.103 0.091 2.55 -2.75 -3.58
O -0.524 1.506 -0.261 1.12 0.68 0.17
O -2.027 -1.216 -0.335 -1.42 1.51 1.61
H 1.695 -0.574 -0.816 -0.43 1.63 1.80
H 1.603 -0.223 1.031 0.94 -0.74 2.56
```
Positions in Å, forces in eV/Å.

- HOMO-LUMO gap (eV) = 10.39
- net charge = 0
- DFT total energy (Ha) = -265.9324
- LUMO energy (eV) = 0.79

Atom charges from the Löwdin analysis, given in e for atoms 1 to 6: C -0.31; C 0.02; C 0.00; O 0.13; O 0.00; H 0.13


Entry 12:
ORCA calculation (wB97M-V/def2-TZVPD) on C3H2O2 as an isolated structure in a non-equilibrium geometry.

```
7
Properties=species:S:1:pos:R:3:forces:R:3
C 0.272 -0.226 -0.283 -1.25 -0.68 -0.72
C 1.540 -0.363 0.004 1.86 -0.34 -0.29
C -1.240 0.646 0.672 -0.76 0.93 0.22
O -0.518 0.912 -0.451 0.67 0.73 0.61
O 2.677 -0.597 0.134 -1.40 0.43 0.12
H -0.457 -1.021 -0.338 1.38 -1.39 -0.09
H -2.274 0.649 0.262 -0.50 0.32 0.16
```
Positions in Å, forces in eV/Å.

- HOMO-LUMO gap (spin up / spin down) (eV) = 8.34 / 8.34
- net charge = 0
- DFT total energy (Ha) = -265.7643
- LUMO energy (spin up / spin down) (eV) = -0.40 / -0.40

Atom charges from the Löwdin analysis, given in e for atoms 1 to 6: C -0.21; C -0.09; C 0.09; O -0.14; O 0.21; H 0.12


Entry 13:
ORCA calculation (wB97M-V/def2-TZVPD) on C3H2O2Pb as an isolated structure in a non-equilibrium geometry.

```
8
Properties=species:S:1:pos:R:3:forces:R:3
O -0.683 -0.705 -0.542 -0.32 0.10 0.35
C 0.095 0.260 -1.141 -0.12 0.62 0.28
C 0.637 0.982 -0.160 -0.30 0.18 -0.52
O 0.183 0.447 1.029 0.01 0.44 0.24
C -0.640 -0.557 0.798 0.55 -1.11 -0.46
Pb -0.804 -2.730 2.352 -0.08 0.49 -0.26
H 0.016 0.393 -2.214 0.26 -0.27 0.35
H 1.195 1.910 -0.123 0.01 -0.46 0.02
```
Positions in Å, forces in eV/Å.

- HOMO-LUMO gap (spin up / spin down) (eV) = 5.66 / 5.58
- net charge = 0
- DFT total energy (Ha) = -458.6904
- LUMO energy (spin up / spin down) (eV) = 0.02 / -0.06

Atom charges from the Löwdin analysis, given in e for atoms 1 to 6: O -0.03; C -0.06; C -0.05; O -0.02; C -0.38; Pb 0.27


Entry 14:
ORCA calculation (wB97M-V/def2-TZVPD) on one molecule with the formula C3H2O2S in a non-equilibrium geometry.

```
8
Properties=species:S:1:pos:R:3:forces:R:3
C -0.732 -0.014 0.234 1.23 0.18 -0.07
C 0.300 -0.146 1.086 0.22 0.58 -4.52
C -0.257 0.193 -1.067 2.51 0.21 0.22
O 1.494 -0.050 0.518 1.34 -0.40 2.76
O 1.462 0.215 -0.822 -4.23 -0.04 -0.31
S -0.711 0.389 -2.538 -0.60 0.17 -1.35
H -1.726 -0.123 0.558 -1.03 -0.01 -0.15
H 0.170 -0.463 2.030 0.57 -0.70 3.42
```
Positions in Å, forces in eV/Å.

- HOMO-LUMO gap (eV) = 8.69
- net charge = 0
- DFT total energy (Ha) = -664.0229
- LUMO energy (eV) = -0.39

Atom charges from the Löwdin analysis, given in e for atoms 1 to 6: C -0.09; C -0.08; C -0.74; O -0.05; O -0.07; S 0.80


Entry 15:
ORCA calculation (wB97M-V/def2-TZVPD) on a 2-piece molecular cluster, C3H2O2S overall in a non-equilibrium geometry.

```
8
Properties=species:S:1:pos:R:3:forces:R:3
C 0.971 0.828 -0.435 -1.16 1.04 -0.51
C -2.387 -0.536 0.086 0.17 -0.43 -1.17
C 1.756 -0.062 0.066 0.91 -0.91 0.55
O 0.229 1.618 -0.857 0.34 -0.27 0.10
O -2.305 -0.872 -1.014 -0.04 0.08 0.09
S -2.484 -0.113 1.563 -0.08 0.36 1.06
H 2.421 -0.650 -0.536 0.02 0.00 -0.34
H 1.799 -0.214 1.128 -0.16 0.13 0.22
```
Positions in Å, forces in eV/Å.

- HOMO-LUMO gap (eV) = 10.11
- net charge = 0
- DFT total energy (Ha) = -664.1660
- LUMO energy (eV) = 0.61

Atom charges from the Löwdin analysis, given in e for atoms 1 to 6: C -0.29; C -0.90; C 0.01; O 0.16; O 0.11; S 0.79


Entry 16:
ORCA calculation (wB97M-V/def2-TZVPD) on C3H2O2Zn as an isolated structure in a non-equilibrium geometry.

```
8
Properties=species:S:1:pos:R:3:forces:R:3
H -2.701 2.374 0.833 -0.06 -1.29 0.21
O 0.024 -0.230 -0.941 -0.66 1.39 -0.21
O 0.359 -0.672 1.096 -0.49 0.56 0.38
C 1.380 -0.558 -0.789 -0.01 -1.06 -0.06
C 1.641 -0.942 0.482 0.52 0.12 -0.12
C -0.505 -0.194 0.247 0.37 -1.15 -0.01
H 1.941 -0.619 -1.716 -0.23 0.10 0.37
Zn -2.139 0.842 0.789 0.56 1.33 -0.56
```
Positions in Å, forces in eV/Å.

- HOMO-LUMO gap (eV) = 7.25
- net charge = 0
- DFT total energy (Ha) = -2045.1444
- LUMO energy (eV) = -1.14

Atom charges from the Löwdin analysis, given in e for atoms 1 to 6: H -0.13; O -0.04; O -0.11; C -0.16; C -0.05; C -0.41


Entry 17:
ORCA calculation (wB97M-V/def2-TZVPD) on a 2-piece molecular cluster, C3H2O3 overall in a non-equilibrium geometry.

```
8
Properties=species:S:1:pos:R:3:forces:R:3
C 1.610 -1.049 0.757 -0.58 -1.82 -0.45
C -1.090 0.741 -0.166 -0.31 -0.40 -0.51
C -1.157 0.396 -1.641 0.45 0.25 0.32
O 1.710 -0.030 1.278 0.35 0.89 0.31
O 1.448 -2.106 0.285 0.32 0.92 0.21
O 0.024 0.415 -1.125 -0.94 0.77 0.36
H -1.274 1.809 0.189 0.76 -1.76 -0.50
H -1.270 -0.176 0.423 -0.04 1.16 0.27
```
Positions in Å, forces in eV/Å.

- HOMO-LUMO gap (eV) = 10.44
- net charge = 0
- DFT total energy (Ha) = -341.1312
- LUMO energy (eV) = 0.54

Atom charges from the Löwdin analysis, given in e for atoms 1 to 6: C -0.44; C -0.13; C 0.01; O 0.21; O 0.19; O -0.06